[1]
This record from OMol25 describes an isolated ion of composition C7H7O3S and charge -1. The level of theory is ωB97M-V/def2-TZVPD.

```
18
C7H7O3S (ωB97M-V/def2-TZVPD)
S 2.909 -0.219 0.077
O 3.268 0.330 1.367
O 2.964 -1.705 -0.046
O 3.553 0.437 -1.069
C -2.464 -1.313 0.070
C -1.148 0.509 -0.251
C -2.364 -0.142 -0.517
C 1.132 0.205 -0.013
C 0.736 1.239 0.750
C 0.060 -0.273 -0.821
C -0.727 1.360 0.676
H 0.074 0.015 -1.810
H -1.299 2.180 1.242
H -3.054 0.351 -1.174
H -0.100 -1.295 -0.780
H -1.662 -1.653 0.859
H -3.332 -1.890 -0.004
H 1.454 1.863 1.446
```

* gap between HOMO and LUMO: 8.12 eV
* LUMO: 3.343 eV
* total charge: -1
* ΔE to the lowest compared entry with this formula, charge and spin: 265.9 kJ/mol
* HOMO energy: -4.78 eV

---

[2]
This record from OMol25 describes a 2-piece molecular cluster, C6H8N2O2 overall. The level of theory is ωB97M-V/def2-TZVPD.

```
18
C6H8N2O2 (ωB97M-V/def2-TZVPD)
O 0.375 -0.356 1.559
O -3.244 2.127 -0.079
N -1.344 -1.375 0.333
N -1.392 0.960 0.626
C -2.773 0.968 0.024
C -2.566 -1.335 -0.325
C 3.627 -0.143 -0.505
C -3.344 -0.214 -0.356
C 4.268 1.016 -0.177
C -0.660 -0.232 0.900
H -2.669 -2.238 -0.938
H 5.344 0.968 -0.008
H 4.109 -1.081 -0.759
H 3.702 1.882 0.177
H -4.244 -0.374 -1.019
H -0.567 -2.199 0.091
H -1.115 1.787 1.049
H 2.493 -0.164 -0.595
```

* gap between HOMO and LUMO: 9.69 eV
* LUMO: 0.003 eV
* total charge: 0
* ΔE to the lowest compared entry with this formula, charge and spin: 184.0 kJ/mol
* HOMO energy: -9.69 eV

---

[3]
This record from OMol25 describes C26H26N5O3S5ScSi as an isolated structure. The level of theory is ωB97M-V/def2-TZVPD.

```
67
C26H26N5O3S5ScSi (ωB97M-V/def2-TZVPD)
Sc -0.144 -0.373 1.436
S -3.220 1.045 5.378
S -4.671 -0.915 3.915
S -2.453 -1.502 1.976
S -0.731 0.847 3.699
S -6.011 0.407 6.236
Si -1.702 0.679 -0.640
O 1.027 -0.955 -0.194
O 2.702 -2.145 -1.069
O 0.316 -2.753 1.489
N 5.377 -2.879 4.000
N 0.961 1.654 0.937
N 2.157 1.497 0.336
N 1.879 -0.692 2.551
N 3.948 -0.857 3.864
C 1.778 3.635 0.278
C 0.587 3.622 -3.581
C -0.555 3.553 1.408
C -1.338 3.111 -2.229
C 2.673 2.653 -0.093
C -3.049 -0.601 3.332
C -0.816 1.866 -1.867
C -1.937 -2.524 -3.360
C 4.680 -1.955 3.899
C -4.164 -2.153 -2.561
C 3.962 2.712 -0.839
C 2.865 -0.821 3.161
C -0.651 3.982 -3.066
C -1.488 -1.467 -2.580
C -3.281 -2.873 -3.355
C 0.357 -4.084 -0.479
C -2.360 -0.714 -1.784
C 0.443 1.535 -2.386
C -3.706 -1.092 -1.791
C 2.348 -4.024 1.071
C 1.130 2.390 -3.239
C 1.206 -3.236 0.459
C 1.727 -2.024 -0.340
C 0.715 2.961 0.903
C -2.360 0.337 4.028
C -4.694 0.175 5.241
H 2.461 0.552 0.141
H -1.085 4.943 -3.323
H 4.113 3.714 -1.239
H 3.956 2.005 -1.671
H -5.214 -2.424 -2.537
H -0.428 -1.233 -2.579
H -0.808 3.160 2.392
H -0.464 4.639 1.454
H 1.852 4.691 0.080
H -1.378 3.302 0.734
H 1.125 4.296 -4.238
H 1.962 -4.907 1.587
H -2.310 3.405 -1.844
H 4.806 2.466 -0.193
H -2.984 1.438 -0.390
H 0.907 0.599 -2.093
H 0.959 -4.409 -1.329
H 2.100 2.099 -3.628
H 2.914 -3.417 1.781
H 3.032 -4.336 0.285
H -3.635 -3.704 -3.956
H -0.491 -3.503 -0.845
H -4.408 -0.548 -1.169
H -0.023 -4.957 0.056
H -1.232 -3.086 -3.963
H 0.768 -2.807 2.341
```

* gap between HOMO and LUMO: 5.96 eV
* LUMO: 4.245 eV
* total charge: -2
* HOMO energy: -1.72 eV